Here is a 13-piece molecular cluster, C31H83BN19O20 overall from the OMol25 dataset. Energies are from ωB97M-V/def2-TZVPD.

Each line ends with the Löwdin charge.
Positions of all 154 atoms, in Å:
O  -1.613  0.802  4.144  0.135
C  -0.808  0.828  3.238  -0.391
O  -0.909  0.168  2.130  0.219
B  0.303  0.412  1.300  -0.843
O  1.146  1.271  2.112  0.256
C  0.643  1.427  3.303  -0.344
O  1.048  2.101  4.218  0.129
O  -0.241  0.983  0.008  0.199
C  0.088  0.171  -0.994  -0.386
O  -0.242  0.234  -2.144  0.122
C  0.892  -0.991  -0.402  -0.392
O  1.014  -0.819  0.884  0.230
O  1.488  -1.835  -1.034  0.116
C  -6.571  4.552  2.037  -0.064
C  -5.315  5.185  1.448  -0.402
C  -4.047  4.347  1.321  -0.200
O  -4.130  3.166  0.501  -0.192
C  -2.849  2.601  0.274  -0.102
N  -5.789  5.647  0.112  0.021
H  -6.520  4.556  3.129  0.073
H  -6.593  3.486  1.798  0.080
H  -7.460  5.066  1.684  0.073
H  -5.006  6.006  2.097  0.119
H  -3.912  3.808  2.269  0.113
H  -3.136  4.931  1.172  0.115
H  -2.869  1.763  -0.420  0.079
H  -2.492  2.184  1.223  0.080
H  -2.172  3.388  -0.068  0.087
H  -5.008  5.704  -0.537  0.063
H  -6.367  4.967  -0.369  0.064
C  3.018  1.393  -2.696  -0.042
C  3.457  2.766  -2.205  -0.405
C  2.774  3.867  -3.045  -0.179
O  3.389  5.158  -2.986  -0.194
C  4.757  5.259  -3.298  -0.124
N  2.941  2.962  -0.849  0.039
H  3.341  0.586  -2.038  0.078
H  3.494  1.232  -3.666  0.088
H  1.940  1.323  -2.841  0.066
H  4.542  2.843  -2.188  0.119
H  1.726  4.062  -2.837  0.109
H  2.906  3.629  -4.111  0.126
H  5.410  4.424  -3.050  0.075
H  5.127  6.204  -2.898  0.086
H  4.897  5.456  -4.370  0.084
H  2.001  2.604  -0.749  0.056
H  2.962  3.868  -0.406  0.066
C  -0.885  -3.677  -2.759  -0.051
C  -1.447  -4.663  -3.751  -0.415
C  -0.543  -4.831  -4.980  -0.210
O  -1.214  -5.634  -5.934  -0.201
C  -0.404  -5.920  -7.056  -0.105
N  -1.637  -5.956  -3.059  0.058
H  -0.632  -2.743  -3.273  0.080
H  0.022  -4.022  -2.264  0.059
H  -1.623  -3.328  -2.038  0.057
H  -2.455  -4.462  -4.128  0.137
H  0.358  -5.372  -4.666  0.115
H  -0.251  -3.861  -5.397  0.125
H  -0.912  -6.722  -7.591  0.085
H  0.604  -6.260  -6.806  0.086
H  -0.394  -4.994  -7.638  0.090
H  -1.668  -6.575  -3.869  0.063
H  -0.722  -6.109  -2.640  0.037
C  3.445  -6.493  -2.781  -0.043
C  2.416  -5.572  -2.178  -0.397
C  1.775  -5.968  -0.861  -0.200
O  0.775  -6.968  -1.037  -0.185
C  0.150  -7.288  0.178  -0.116
N  3.000  -4.214  -2.135  0.043
H  4.248  -5.945  -3.277  0.070
H  3.032  -7.169  -3.529  0.077
H  4.010  -7.067  -2.040  0.081
H  1.534  -5.545  -2.826  0.101
H  1.334  -5.147  -0.272  0.110
H  2.413  -6.280  -0.018  0.130
H  -0.069  -6.396  0.781  0.067
H  0.803  -7.779  0.910  0.087
H  -0.797  -7.793  0.013  0.095
H  2.330  -3.618  -1.649  0.033
H  3.731  -4.294  -1.424  0.045
C  -4.055  -1.888  -1.770  -0.051
C  -4.286  -1.907  -0.260  -0.416
C  -2.999  -1.917  0.584  -0.175
O  -2.563  -3.262  0.765  -0.178
C  -1.162  -3.469  0.870  -0.090
N  -5.039  -0.745  0.218  0.033
H  -4.135  -2.911  -2.140  0.078
H  -3.148  -1.367  -2.075  0.069
H  -4.929  -1.399  -2.207  0.069
H  -4.847  -2.804  0.011  0.137
H  -3.179  -1.448  1.551  0.127
H  -2.193  -1.476  -0.016  0.112
H  -1.107  -4.325  1.546  0.084
H  -0.556  -2.738  1.409  0.086
H  -0.776  -3.734  -0.112  0.059
H  -4.496  0.107  0.065  0.058
H  -5.696  -0.561  -0.541  0.062
C  5.388  -2.532  0.188  -0.663
O  4.995  -3.658  -0.130  -0.006
N  4.456  -1.609  0.530  0.177
N  6.675  -2.211  0.435  0.160
H  3.502  -1.896  0.377  0.082
H  4.654  -0.626  0.616  0.102
H  6.814  -1.396  1.003  0.099
H  7.349  -2.948  0.336  0.108
C  4.553  4.060  3.902  -0.680
O  4.472  4.097  5.126  0.030
N  5.716  4.156  3.204  0.137
N  3.511  3.873  3.053  0.165
H  6.549  4.010  3.752  0.102
H  5.780  4.064  2.211  0.086
H  2.703  3.486  3.521  0.074
H  3.579  3.886  2.057  0.077
C  -2.980  0.324  7.620  -0.692
O  -1.799  0.244  7.943  0.015
N  -3.476  1.370  6.926  0.172
N  -3.871  -0.685  7.830  0.139
H  -4.428  1.176  6.668  0.093
H  -2.953  2.028  6.384  0.069
H  -3.442  -1.559  8.082  0.100
H  -4.799  -0.722  7.453  0.088
C  3.618  -1.968  -5.046  -0.697
O  3.647  -1.240  -6.034  -0.006
N  2.525  -2.310  -4.328  0.160
N  4.734  -2.641  -4.571  0.141
H  2.721  -2.823  -3.477  0.035
H  1.784  -1.644  -4.486  0.103
H  4.591  -3.234  -3.770  0.061
H  5.582  -2.402  -5.052  0.091
C  -2.878  5.114  4.700  -0.687
O  -3.884  4.832  5.345  0.013
N  -2.021  4.168  4.241  0.161
N  -2.752  6.298  4.037  0.151
H  -2.293  3.200  4.227  0.081
H  -1.280  4.538  3.676  0.099
H  -1.952  6.614  3.521  0.097
H  -3.343  7.016  4.430  0.107
C  -2.113  2.997  -3.814  -0.684
O  -2.938  3.752  -4.332  0.006
N  -0.915  3.400  -3.295  0.153
N  -2.168  1.648  -3.906  0.157
H  -0.826  4.386  -3.115  0.103
H  -0.322  2.730  -2.840  0.064
H  -1.302  1.206  -3.652  0.054
H  -2.816  1.257  -4.566  0.109
C  0.619  4.074  7.286  -0.669
O  0.495  5.138  7.895  -0.001
N  1.750  3.487  6.839  0.147
N  -0.425  3.340  6.802  0.153
H  2.677  3.860  6.969  0.088
H  1.693  3.041  5.936  0.046
H  -0.168  2.460  6.391  0.074
H  -1.406  3.539  6.804  0.076

Calculated values
* total charge: -1
* LUMO level: 1.4 eV
* energy relative to the best compared isomer or geometry (same formula, charge and spin): 83.7 kcal per mole